This record from the Open Molecules 2025 dataset describes C4H9ClN4O5 as an isolated structure in a non-equilibrium geometry. The level of theory is wB97M-V/def2-TZVPD.

Computed properties:
- HOMO energy (alpha / beta): -9.578 / -9.577 eV
- Lowest unoccupied orbital energy (alpha / beta): -0.082 / -0.083 eV
- Orbital gap (alpha / beta): 9.50 / 9.49 eV
- F_max: 0.0939 Eh/bohr
- Energy relative to the best compared isomer or geometry (same formula, charge and spin): 22.45 kcal/mol

ORCA input file:
```
! wB97M-V def2-TZVPD RIJCOSX def2/J DEFGRID3
* xyz 0 1
C -3.383 2.481 0.784
C 4.276 -0.170 -0.069
C 0.169 -2.055 -0.504
C -0.385 -0.839 0.205
N -1.956 0.762 0.232
N 1.905 -0.091 0.047
N -1.580 -0.189 -0.491
N 0.850 0.507 -0.081
O -1.950 -0.637 -1.581
O 0.532 1.699 -0.217
O -0.834 -3.096 -0.574
O -2.964 1.590 -0.201
O 3.130 0.633 -0.026
Cl -0.438 -0.764 1.900
H -3.011 2.288 1.889
H -4.577 2.444 0.681
H -3.126 3.404 0.461
H 4.394 -0.468 0.998
H 5.011 0.475 -0.468
H 4.041 -0.975 -0.677
H 0.839 -2.479 0.285
H 0.585 -1.679 -1.458
H -1.526 -2.841 -1.136
*
```